# 1
Below is a 2-piece molecular cluster, C24H40F11N3O8P2S overall, with properties calculated with the ωB97M-V functional and the def2-TZVPD basis.

Each line ends with the Mulliken charge.
Element x y z (Å)
S (4.94, 0.93, -1.33)  1.3914
P (-1.89, -0.23, -1.18)  0.5825
P (0.64, -2.01, 1.08)  0.9263
F (6.39, 2.20, -3.20)  -0.2302
F (-5.65, -2.90, 4.17)  -0.2676
F (-4.98, 1.48, 4.97)  -0.2746
F (-2.24, -1.00, 4.82)  -0.3219
F (-5.34, -2.34, 2.01)  -0.2673
F (-2.37, 1.12, 5.62)  -0.3181
F (-4.72, -0.54, 5.96)  -0.2864
F (7.28, 0.35, -2.51)  -0.2160
F (-5.22, 0.18, 2.36)  -0.2350
F (7.35, 2.11, -1.26)  -0.2172
F (-6.62, -0.50, 4.01)  -0.2990
O (-2.60, -0.28, -2.72)  -0.5252
O (5.29, 0.10, -0.19)  -0.7205
O (-2.48, 1.13, -0.30)  -0.4579
O (4.21, 0.20, -2.37)  -0.7483
O (4.29, 2.19, -0.95)  -0.6775
O (-1.09, 1.63, 3.32)  -0.4002
O (0.46, -5.14, -4.08)  -0.5586
O (-2.32, -1.46, -0.33)  -0.6897
N (0.50, -3.67, -2.16)  0.5550
N (1.99, -2.72, 0.52)  -0.7320
N (0.74, 0.80, 0.82)  0.9610
C (-5.25, -0.51, 3.60)  0.6037
C (0.59, 1.99, -0.09)  -1.1684
C (6.55, 1.41, -2.11)  0.3613
C (1.09, 4.33, 0.99)  -0.3278
C (-4.44, 0.20, 4.77)  0.4974
C (0.70, -1.09, -2.49)  -0.1942
C (-2.38, 0.96, 3.21)  -0.4907
C (2.66, -5.06, -3.07)  -1.1058
C (1.41, 1.92, -2.51)  -0.1167
C (1.14, 0.96, 2.26)  -1.0597
C (-0.01, -0.19, -1.39)  2.5243
C (0.24, 1.43, -1.54)  -0.4477
C (-0.03, 0.64, 3.29)  -0.2893
C (-0.08, 3.33, 0.46)  0.5009
C (-0.78, 4.15, -0.77)  -0.9418
C (-2.86, 0.28, 4.57)  0.8931
C (-4.88, -2.05, 3.34)  0.3195
C (0.85, 2.11, -4.02)  -1.5084
C (-0.62, -4.43, -1.50)  -0.5205
C (0.46, -0.33, 0.16)  -2.0502
C (-0.04, -2.46, -2.86)  -1.4197
C (0.50, 5.48, 1.93)  -1.2152
C (1.12, -4.61, -3.14)  0.4253
C (-0.01, -5.57, -0.55)  -1.0288
H (0.45, 0.63, 4.34)  0.3402
H (0.85, -1.84, 2.49)  0.1885
H (3.23, -4.37, -3.77)  0.2993
H (0.00, 5.10, 2.88)  0.2373
H (-0.51, -0.38, 3.12)  0.2499
H (-3.14, 1.79, 2.97)  0.4250
H (2.41, -2.07, -0.16)  0.2645
H (1.81, 2.96, -2.22)  0.5385
H (-1.31, -4.93, -2.28)  0.4936
H (2.71, -6.11, -3.54)  0.3484
H (2.25, 1.14, -2.53)  -0.0837
H (1.47, 4.86, 0.03)  0.3365
H (1.98, 0.20, 2.46)  0.5255
H (-0.35, -5.39, 0.52)  0.2885
H (1.76, 2.15, -4.71)  0.4018
H (0.91, -0.55, -3.48)  0.4398
H (-1.31, -3.75, -0.89)  0.2640
H (-1.63, 3.56, -1.25)  0.0975
H (1.58, 1.98, 2.50)  0.3224
H (-0.90, 3.18, 1.23)  0.0005
H (3.07, -5.08, -2.01)  0.2834
H (1.99, 3.77, 1.41)  0.4093
H (1.69, 2.31, -0.20)  0.3996
H (0.33, 3.13, -4.12)  0.3400
H (-1.02, 5.22, -0.50)  0.3796
H (-1.17, -2.46, -2.73)  0.2718
H (1.74, -1.37, -2.08)  0.1263
H (1.34, 6.18, 2.22)  0.3861
H (-3.78, -2.29, 3.34)  0.1519
H (-0.33, -6.63, -0.88)  0.2732
H (0.05, 4.21, -1.57)  0.2539
H (-3.31, 1.36, -0.79)  0.3087
H (1.12, -5.51, -0.56)  0.2272
H (-0.46, -2.87, 0.80)  -0.0923
H (-2.43, 0.23, 2.33)  0.1171
H (-0.25, 6.11, 1.32)  0.2562
H (-0.72, 1.75, -2.06)  0.5985
H (0.14, -2.63, -3.98)  0.4224
H (0.17, 1.26, -4.35)  0.3019
H (-2.93, 0.63, -2.89)  0.3938

For the relative energy (zero: lowest compared OMol25 entry of this formula, charge and spin), the calculation gives 184.52 kcal/mol.

***

# 2
Below is C39H41GaGeN7OSi as an isolated structure, with properties calculated with the ωB97M-V functional and the def2-TZVPD basis.

Each line ends with the Mulliken charge.
Element x y z (Å)
Ge (-2.06, -1.88, -1.41)  0.0966
Ga (0.38, 0.43, 0.14)  -0.3093
Si (1.07, -3.28, -3.16)  -0.1942
O (-2.00, 2.12, -5.12)  -0.5449
N (-0.21, 2.35, 1.41)  -0.5214
N (-1.81, -0.05, 3.57)  -0.0911
N (-0.05, 1.23, -5.90)  -0.2694
N (2.08, 0.87, 0.95)  1.1886
N (3.36, 1.91, 2.40)  -0.0724
N (-0.60, -0.25, 1.74)  0.7740
N (0.38, 1.76, -1.44)  -0.0528
C (-0.82, 1.89, -5.00)  0.2505
C (5.19, -1.01, 0.17)  -0.6817
C (0.94, 2.62, 2.30)  -1.1135
C (-1.37, -1.37, 3.55)  0.8198
C (0.33, -2.12, -1.81)  0.0832
C (-2.76, -0.96, -4.03)  -0.4538
C (2.13, 1.80, 1.89)  0.5238
C (5.53, 0.66, 1.91)  -1.1225
C (-2.03, -4.55, -0.25)  0.4406
C (-0.12, 2.30, -3.71)  -0.1720
C (-3.30, -3.48, -5.06)  -0.7270
C (3.37, 0.32, 0.85)  0.2228
C (-2.45, -5.51, 0.66)  -0.8668
C (-0.95, -3.61, 4.12)  -0.7609
C (0.53, -5.03, -2.89)  -0.9955
C (-2.44, -3.23, -0.11)  0.3422
C (4.18, 0.97, 1.76)  0.8988
C (-0.11, 1.42, -2.64)  0.4394
C (-2.85, -3.35, -3.75)  -0.0669
C (-3.20, -1.09, -5.33)  -0.8051
C (0.02, -2.70, 2.07)  -0.5608
C (0.98, 3.90, -2.33)  -1.1476
C (-3.73, -3.85, 1.84)  -0.8815
C (0.95, 2.97, -1.31)  -0.0515
C (-0.17, -3.75, 2.95)  -0.8769
C (2.89, -3.07, -2.84)  -1.0968
C (0.23, -1.18, -1.02)  -0.7506
C (-3.29, -2.88, 0.94)  -0.1568
C (-0.60, -1.50, 2.39)  0.3608
C (-3.31, -5.16, 1.69)  -0.6133
C (-3.46, -2.35, -5.85)  -0.6385
C (0.55, -2.55, -4.78)  -0.5675
C (-1.33, 0.57, 2.49)  0.4712
C (-1.45, 2.01, 2.13)  -1.4506
C (-2.56, -2.09, -3.23)  0.3679
C (-1.56, -2.42, 4.44)  -1.0653
C (0.40, 3.57, -3.55)  -0.1986
C (3.86, -0.69, 0.03)  -0.3645
C (6.01, -0.34, 1.09)  -0.5902
H (-2.77, -4.24, -3.13)  0.4429
H (-3.66, -5.92, 2.38)  0.4750
H (6.17, 1.17, 2.62)  0.4705
H (-2.61, 0.04, -3.63)  0.7532
H (1.44, 4.86, -2.16)  0.5068
H (0.62, -2.83, 1.19)  0.5832
H (0.92, -1.52, -4.88)  0.1284
H (0.72, -5.37, -1.87)  0.3710
H (-1.37, -4.84, -1.06)  0.2381
H (-4.41, -3.58, 2.64)  0.4698
H (-1.61, 2.63, 3.01)  0.5347
H (0.67, 2.36, 3.33)  0.5274
H (5.63, -1.79, -0.44)  0.4957
H (-3.53, -4.46, -5.45)  0.4724
H (-0.52, -5.19, -3.13)  0.3196
H (-3.65, -1.86, 1.05)  0.4577
H (-0.39, 3.17, 0.84)  0.4732
H (3.44, -3.70, -3.55)  0.5114
H (0.29, -4.70, 2.75)  0.4938
H (-2.15, -2.30, 5.34)  0.5128
H (-3.37, -0.20, -5.93)  0.5956
H (1.11, -5.67, -3.56)  0.5593
H (1.42, 3.19, -0.36)  0.4133
H (-3.82, -2.46, -6.86)  0.4417
H (-2.30, 2.17, 1.46)  0.4661
H (-2.36, -0.46, -0.89)  -0.2534
H (3.22, -2.04, -3.00)  0.3089
H (0.95, 1.29, -5.86)  0.2431
H (-0.51, 0.42, -2.75)  0.1263
H (7.06, -0.62, 1.17)  0.4311
H (-2.14, -6.54, 0.54)  0.4876
H (0.38, 4.29, -4.36)  0.5429
H (-2.39, 0.38, 4.28)  0.2651
H (3.23, -1.21, -0.69)  0.1391
H (0.99, -3.14, -5.59)  0.5238
H (-1.06, -4.46, 4.78)  0.4973
H (1.20, 3.68, 2.30)  0.5761
H (-0.53, -2.54, -4.92)  0.1093
H (-0.47, 1.04, -6.80)  0.2822
H (3.18, -3.40, -1.84)  0.2929
H (3.65, 2.55, 3.12)  0.2660

For the relative energy (zero: lowest compared OMol25 entry of this formula, charge and spin), the calculation gives 4.25 kcal/mol. Its net charge is +3.

***

# 3
Below is the molecule C2H2INO2, with properties calculated with the ωB97M-V functional and the def2-TZVPD basis.

Each line ends with the Mulliken charge.
Element x y z (Å)
I (-3.09, -0.16, -0.01)  0.1326
O (2.07, -0.97, -0.03)  -0.5803
O (1.63, 1.12, -0.10)  -0.5915
N (1.34, -0.03, -0.06)  0.9529
C (-1.11, 0.51, 0.08)  -0.3960
C (0.00, -0.50, 0.00)  -0.2975
H (-0.86, 1.62, 0.18)  0.3821
H (0.02, -1.59, -0.06)  0.3977

For the relative energy (zero: lowest compared OMol25 entry of this formula, charge and spin), the calculation gives 111.43 kcal/mol. Its structure (SMILES) is O=[N+]([O-])/C=C/I.